# 1
Below is a structure of composition C31H34IrN6O4S2 in a non-equilibrium geometry, with properties calculated with ωB97M-V with the def2-TZVPD basis set.

Geometry as ORCA input:
```
! RIJCOSX wB97M-V def2-TZVPD def2/J DEFGRID3
* xyz -2 2
Ir 0.738 0.472 -1.287
N 4.214 1.458 -2.840
C 3.030 0.816 -2.349
S 1.492 1.171 -3.376
N 3.146 -0.644 -2.365
N 2.028 -1.083 -1.853
C 1.792 -2.360 -1.689
C 0.491 -2.897 -1.371
C 0.387 -4.242 -1.010
C -0.825 -4.838 -0.690
C -1.977 -4.067 -0.725
C -1.906 -2.729 -1.086
C -0.700 -2.111 -1.429
O -0.701 -0.859 -1.857
H 3.977 2.433 -2.985
H 4.410 1.049 -3.748
H 2.625 -3.030 -1.888
H 1.301 -4.828 -0.972
H -0.863 -5.885 -0.412
H -2.938 -4.497 -0.461
H -2.801 -2.127 -1.115
C -7.198 -2.787 -0.285
C -6.117 -1.853 0.190
C -5.331 -1.155 -0.724
C -4.305 -0.326 -0.300
C -4.064 -0.176 1.059
C -4.839 -0.854 1.983
C -5.857 -1.692 1.546
S -2.799 0.983 1.565
O -2.737 0.888 3.017
O -3.277 2.232 1.022
N -1.469 0.562 0.822
C -0.682 -0.416 1.312
C -0.970 -1.323 2.361
C -0.027 -2.243 2.745
C 1.219 -2.276 2.125
C 1.439 -1.389 1.098
N 0.534 -0.497 0.688
H -7.590 -2.473 -1.253
H -8.028 -2.827 0.422
H -6.815 -3.804 -0.402
H -5.509 -1.278 -1.787
H -3.670 0.189 -1.012
H -4.637 -0.714 3.037
H -6.459 -2.229 2.272
H -1.926 -1.277 2.855
H -0.260 -2.943 3.541
H 1.991 -2.977 2.411
H 2.379 -1.368 0.565
C -1.296 4.204 -0.657
C 0.034 3.473 -0.805
C 0.967 4.283 -1.716
O -0.188 2.216 -1.365
H -1.158 5.115 -0.065
H -2.035 3.572 -0.170
H -1.674 4.491 -1.643
H 0.516 3.437 0.169
H 0.539 4.355 -2.718
H 1.940 3.800 -1.796
H 1.105 5.292 -1.309
C 5.535 0.165 -0.742
C 4.807 1.181 0.114
C 5.621 1.770 1.077
C 5.127 2.541 2.112
C 3.752 2.607 2.226
C 2.885 2.053 1.289
C 1.443 2.053 1.745
C 3.401 1.479 0.086
N 2.575 1.244 -1.012
H 6.249 -0.359 -0.098
H 6.079 0.629 -1.564
H 4.868 -0.569 -1.185
H 6.686 1.561 1.019
H 5.780 3.001 2.844
H 3.303 3.082 3.092
H 1.186 3.024 2.175
H 1.331 1.309 2.539
H 0.708 1.815 0.992
*
```

Results
**Maximum force**: 1.55 eV/Å
**E**: -2731.88385 a.u.
**Kohn-Sham gap (spin up / spin down)**: 0.183 / 0.182 hartree

In the Mulliken picture, each atom carries the following charge in e: 2.19, -0.33, 0.07, -0.60, -1.60, 0.73, -0.82, 0.88, -0.77, -0.61, -0.50, -0.31, 0.60, -0.92, 0.33, 0.30, 0.30, 0.34, 0.34, 0.41, 0.27, -1.48, 0.93, -0.38, -0.83, 0.10, -0.33, -0.72, 1.20, -0.77, -0.87, 0.08, 0.18, -0.99, -0.54, -1.29, -0.72, 1.14, 0.36, 0.38, 0.26, 0.29, 0.40, 0.46, 0.33, 0.44, 0.34, 0.41, 0.22, -1.39, 1.99, -1.47, -0.44, 0.33, 0.24, 0.36, -0.58, 0.30, 0.20, 0.39, -2.07, 0.69, -0.56, -0.99, -0.72, 1.17, -1.69, 0.29, 0.42, 0.59, 0.30, 0.26, 0.38, 0.34, 0.35, 0.70, 0.47, -0.79

# 2
Below is a structure of composition C4H9NO2 in a non-equilibrium geometry, with properties calculated with ωB97M-V with the def2-TZVPD basis set.

Geometry as ORCA input:
```
! RIJCOSX wB97M-V def2-TZVPD def2/J DEFGRID3
* xyz 0 1
C -2.506 0.813 -0.454
N -2.258 -0.288 0.610
C 3.567 0.503 -0.039
C -1.161 -0.957 0.493
C 0.213 -0.428 0.036
O 0.236 0.877 0.459
O 1.015 -1.036 -0.780
H -2.092 1.773 -0.052
H -2.030 0.618 -1.487
H -3.649 0.759 -0.495
H 2.591 0.529 -0.559
H 4.279 -0.021 -0.712
H 3.457 -0.114 0.845
H 3.948 1.542 0.170
H -1.208 -1.958 0.965
H -0.176 0.571 -0.603
*
```

Results
**Maximum force**: 5.75 eV/Å
**E**: -362.86086 a.u.
**Kohn-Sham gap**: 0.338 hartree

In the Mulliken picture, each atom carries the following charge in e: -0.83, -0.41, -0.82, 0.07, 0.46, -0.40, -0.53, 0.35, 0.32, 0.28, 0.11, 0.28, 0.21, 0.26, 0.37, 0.28

# 3
Below is a cluster of 3 separate species, C3H12N2O2 in total in a non-equilibrium geometry, with properties calculated with ωB97M-V with the def2-TZVPD basis set.

Geometry as ORCA input:
```
! RIJCOSX wB97M-V def2-TZVPD def2/J DEFGRID3
* xyz 0 1
C 0.356 -0.269 2.351
C -0.289 -0.229 0.980
N -0.419 1.089 0.462
C -1.012 -1.283 0.605
N -1.634 -1.419 -0.678
H 1.127 0.487 2.493
H -0.429 -0.026 3.085
H 0.683 -1.263 2.639
H -0.485 1.790 1.182
H -1.177 1.082 -0.212
H -1.165 -2.086 1.318
H -0.878 -1.401 -1.353
H -2.072 -2.310 -0.693
O 0.757 -0.361 -2.751
H 0.662 -0.572 -3.683
H 1.501 0.255 -2.749
O 1.451 2.290 -1.388
H 0.914 1.659 -0.864
H 2.110 2.569 -0.744
*
```

Results
**Maximum force**: 2.15 eV/Å
**SMILES**: C/C(N)=C/N.O.O
**E**: -381.46824 a.u.
**Kohn-Sham gap**: 0.306 hartree

In the Mulliken picture, each atom carries the following charge in e: -1.60, 0.72, -0.59, -0.26, -0.60, 0.37, 0.33, 0.41, 0.19, 0.26, 0.30, 0.23, 0.27, -0.61, 0.28, 0.32, -0.73, 0.39, 0.31

# 4
Below is a structure of composition C29H34ClI2N4O2PbS2, with properties calculated with ωB97M-V with the def2-TZVPD basis set.

Geometry as ORCA input:
```
! RIJCOSX wB97M-V def2-TZVPD def2/J DEFGRID3
* xyz 1 1
Pb 0.078 1.210 -0.512
Cl 4.266 -4.459 -2.946
C 3.569 -2.902 -2.622
C 3.207 -2.067 -3.690
C 2.650 -0.836 -3.452
C 2.363 -0.386 -2.140
O 1.770 0.766 -1.978
C 2.751 -1.245 -1.073
C 2.628 -0.845 0.301
N 1.815 0.052 0.734
C 1.938 0.549 2.060
C 2.176 -0.213 3.168
C 2.364 0.390 4.432
C 2.341 1.748 4.565
C 2.088 2.567 3.437
C 2.089 3.981 3.490
C 1.845 4.701 2.362
C 1.539 4.012 1.173
N 1.526 2.705 1.081
C 1.840 1.966 2.189
C 3.383 -2.478 -1.340
H 3.374 -2.404 -4.707
H 2.376 -0.184 -4.274
H 3.314 -1.318 1.010
H 2.221 -1.293 3.079
H 2.547 -0.237 5.296
H 2.516 2.216 5.527
H 2.291 4.474 4.434
H 1.849 5.783 2.370
H 1.276 4.563 0.274
H 3.697 -3.106 -0.512
I -3.145 2.620 -2.592
C -1.668 3.887 -3.429
I 0.292 3.138 -3.116
H -1.750 4.863 -2.972
H -1.820 3.926 -4.497
N 0.044 -5.462 -4.215
C 0.157 -4.225 -4.716
S 0.589 -3.927 -6.274
C -0.122 -3.119 -3.737
C 0.116 -3.271 -2.378
C -0.106 -2.199 -1.529
N -0.542 -1.011 -1.949
C -0.780 -0.873 -3.259
C -0.590 -1.887 -4.176
H 0.247 -6.241 -4.819
H -0.300 -5.641 -3.289
H 0.546 -4.179 -1.974
H 0.113 -2.288 -0.470
H -1.110 0.107 -3.590
H -0.770 -1.726 -5.231
C -3.012 3.856 2.679
S -1.515 2.894 2.403
C -1.765 1.570 3.600
H -3.900 3.252 2.489
H -2.992 4.692 1.982
H -3.032 4.239 3.698
H -1.853 1.984 4.604
H -0.882 0.929 3.552
H -2.641 0.977 3.345
C -0.957 -2.185 2.250
C -2.229 -2.080 1.445
O -2.526 -0.709 1.251
C -3.684 -0.521 0.445
C -4.187 0.889 0.658
H -0.636 -3.226 2.325
H -1.105 -1.795 3.260
H -0.160 -1.603 1.777
H -3.058 -2.561 1.972
H -2.129 -2.583 0.477
H -4.452 -1.245 0.734
H -3.435 -0.705 -0.606
H -4.669 0.980 1.633
H -4.918 1.156 -0.111
H -3.353 1.595 0.612
*
```

Results
**Maximum force**: 0.44 eV/Å
**E**: -3539.63694 a.u.
**Kohn-Sham gap**: 0.269 hartree

In the Mulliken picture, each atom carries the following charge in e: 0.99, -0.22, -0.08, -0.56, -0.31, 0.41, -0.82, -0.18, -0.13, 0.72, -0.55, 0.15, -1.22, -0.81, 1.47, -0.81, -0.75, -0.28, -0.25, -0.03, -0.98, 0.49, 0.46, 0.52, 0.41, 0.42, 0.44, 0.46, 0.42, 0.38, 0.49, 0.13, -0.95, 0.06, 0.45, 0.45, -0.32, 0.18, -0.30, 0.95, -1.31, -0.07, 0.49, -0.46, -0.62, 0.23, 0.19, 0.34, 0.24, 0.13, 0.44, -1.05, 0.28, -0.48, 0.26, 0.34, 0.34, 0.52, -0.20, 0.17, -0.80, -0.44, 0.01, -0.28, -0.93, 0.46, 0.38, -0.14, 0.42, 0.31, 0.42, 0.11, 0.29, 0.47, -0.01

# 5
Below is a cluster of 9 separate species, C39H80N4O23 in total in a non-equilibrium geometry, with properties calculated with ωB97M-V with the def2-TZVPD basis set.

Geometry as ORCA input:
```
! RIJCOSX wB97M-V def2-TZVPD def2/J DEFGRID3
* xyz 0 1
C 3.515 -4.557 10.337
O 3.900 -4.493 11.822
C 5.291 -4.314 11.933
C 5.733 -3.980 13.364
N 5.587 -5.087 14.266
C 4.438 -6.029 14.137
C 4.568 -7.444 14.760
O 4.997 -7.729 16.076
C 4.371 -6.927 17.038
H 3.858 -3.658 9.825
H 2.430 -4.453 10.308
H 3.820 -5.449 9.790
H 5.575 -3.482 11.289
H 5.769 -5.235 11.600
H 5.240 -3.050 13.648
H 6.756 -3.603 13.395
H 5.471 -4.817 15.233
H 4.221 -6.196 13.082
H 3.617 -5.566 14.683
H 5.053 -8.231 14.184
H 3.563 -7.842 14.621
H 4.153 -5.870 16.889
H 5.149 -7.031 17.794
H 3.515 -7.431 17.488
C -2.318 -14.106 17.561
O -2.353 -14.641 16.269
C -2.992 -13.822 15.283
C -4.472 -14.309 14.797
N -4.347 -15.763 14.554
C -5.627 -16.326 14.334
C -6.281 -17.009 15.510
O -5.210 -17.708 16.173
C -5.666 -18.512 17.301
H -3.251 -13.697 17.948
H -1.403 -13.526 17.688
H -2.070 -14.960 18.192
H -2.414 -13.807 14.359
H -3.202 -12.825 15.671
H -4.899 -13.756 13.961
H -5.240 -14.071 15.533
H -4.024 -16.196 15.407
H -5.319 -17.190 13.746
H -6.290 -15.718 13.719
H -7.101 -17.674 15.239
H -6.896 -16.281 16.039
H -4.782 -18.982 17.732
H -6.486 -19.226 17.215
H -6.092 -17.747 17.951
C -8.515 2.673 3.114
O -8.292 2.233 4.486
C -7.003 1.648 4.418
C -6.856 0.802 5.671
N -5.598 0.769 6.487
C -4.331 0.428 5.729
C -4.585 -0.991 5.143
O -4.974 -1.807 6.280
C -4.989 -3.278 5.992
H -7.836 3.456 2.774
H -9.559 2.949 3.264
H -8.630 1.774 2.508
H -6.426 2.544 4.649
H -6.827 1.153 3.463
H -6.815 -0.251 5.392
H -7.718 0.951 6.322
H -5.865 0.152 7.241
H -3.651 0.201 6.550
H -3.949 1.270 5.151
H -3.631 -1.470 4.920
H -5.205 -0.970 4.247
H -5.349 -3.739 6.911
H -3.964 -3.611 5.825
H -5.578 -3.557 5.118
C 11.042 -10.746 15.729
O 11.130 -9.784 14.590
C 10.398 -8.604 14.666
C 10.380 -7.928 13.275
N 9.110 -8.163 12.532
C 8.885 -9.561 12.193
C 7.812 -9.651 11.121
O 7.498 -11.054 11.134
C 6.186 -11.316 10.505
H 11.089 -10.110 16.613
H 11.882 -11.411 15.527
H 10.092 -11.263 15.855
H 10.884 -7.978 15.414
H 9.405 -8.894 15.009
H 11.118 -8.455 12.671
H 10.323 -6.840 13.314
H 8.366 -7.898 13.161
H 8.476 -9.778 13.180
H 9.846 -10.007 11.933
H 8.194 -9.410 10.129
H 6.967 -8.969 11.224
H 6.094 -12.377 10.271
H 6.153 -10.608 9.676
H 5.399 -10.975 11.177
O 2.254 -14.675 12.263
C 3.201 -14.732 13.083
O 3.503 -13.707 14.025
C 4.420 -14.266 14.937
C 5.166 -15.042 13.929
O 4.279 -15.589 13.026
H 5.123 -13.558 15.374
H 3.998 -14.875 15.737
H 5.791 -15.841 14.326
H 5.831 -14.410 13.340
O 2.359 -6.483 -1.980
C 2.431 -6.818 -0.823
O 3.099 -6.086 0.031
C 2.859 -6.574 1.368
C 2.527 -7.960 1.102
O 2.014 -7.926 -0.168
H 3.760 -6.367 1.945
H 2.102 -5.932 1.817
H 1.666 -8.399 1.605
H 3.359 -8.649 1.248
O 0.431 -14.610 1.560
C 0.844 -14.554 2.738
O 0.716 -13.463 3.524
C 1.100 -13.739 4.821
C 2.120 -14.885 4.590
O 1.694 -15.403 3.316
H 1.670 -12.867 5.143
H 0.211 -13.888 5.434
H 1.750 -15.647 5.276
H 3.126 -14.477 4.692
O 0.155 -7.750 7.176
C -0.290 -8.249 8.263
O -0.923 -7.666 9.206
C -1.322 -8.489 10.272
C -0.479 -9.709 9.964
O -0.065 -9.515 8.620
H -0.948 -8.070 11.206
H -2.365 -8.806 10.270
H -0.928 -10.618 10.365
H 0.371 -9.590 10.635
O -6.510 -10.276 9.024
C -6.649 -11.255 8.381
O -6.956 -12.500 8.974
C -7.004 -13.499 7.965
C -6.818 -12.721 6.539
O -6.756 -11.364 7.013
H -6.223 -14.256 8.039
H -7.980 -13.973 8.069
H -7.828 -12.856 6.151
H -6.098 -13.288 5.949
*
```

Results
**Maximum force**: 6.21 eV/Å
**SMILES**: COCCNCCOC.COCCNCCOC.COCCNCCOC.COCCNCCOC.O=C1OCCO1.O=C1OCCO1.O=C1OCCO1.O=C1OCCO1.O=C1OCCO1
**E**: -3483.00574 a.u.
**Kohn-Sham gap**: 0.289 hartree

Results of the Mulliken charge analysis, in e, for atoms 1 through 99: -0.76, -0.37, -0.50, -0.80, -0.25, -0.51, -0.80, -0.35, -0.75, 0.32, 0.26, 0.30, 0.51, 0.27, 0.33, 0.41, 0.25, 0.39, 0.35, 0.43, 0.39, 0.32, 0.23, 0.29, -0.77, -0.35, -0.58, -0.62, -0.36, -0.86, -0.50, -0.35, -0.80, 0.35, 0.29, 0.25, 0.34, 0.41, 0.44, 0.32, 0.33, 0.36, 0.41, 0.45, 0.36, 0.25, 0.30, 0.33, -0.78, -0.37, -0.36, -0.61, -0.51, -0.69, -0.51, -0.35, -0.73, 0.28, 0.29, 0.36, 0.20, 0.35, 0.33, 0.42, 0.32, 0.38, 0.33, 0.52, 0.28, 0.25, 0.29, 0.30, -0.69, -0.35, -0.36, -0.92, -0.39, -0.25, -0.49, -0.31, -0.69, 0.31, 0.24, 0.26, 0.44, 0.31, 0.48, 0.37, 0.21, 0.12, 0.26, 0.33, 0.29, 0.22, 0.36, 0.23, -0.56, 0.63, -0.29

Question: Which formula does entry 2 have?
Answer: C4H9NO2